1.
This record from the Open Molecules 2025 dataset describes a structure of composition C26H23Cl3FN3O5RuSi. The level of theory is ωB97M-V/def2-TZVPD.

XYZ file:
```
63
Properties=species:S:1:pos:R:3:forces:R:3
H 4.300951 0.937340 -0.105587 0.0158 -0.0090 -0.0096
H -0.152578 -0.066037 -6.664226 0.0069 0.0081 -0.0017
O -0.925491 3.907595 -0.364230 -0.0503 -0.2206 0.1133
H -5.939020 4.578768 0.478448 0.0214 -0.0455 0.0343
H -0.252259 0.046229 4.471858 0.0184 -0.0050 0.0326
H -7.779794 4.440753 -1.157116 0.0453 0.0451 -0.0118
H -6.938564 3.141223 -2.009624 -0.0244 0.0369 -0.0360
H -4.823619 4.669168 -2.365140 0.0016 0.0045 -0.0014
C 2.654789 -0.014021 0.858272 0.2744 0.0417 0.0246
Cl -1.894278 -3.529731 -0.068301 -0.2453 -0.0871 -0.0036
C 0.679285 -0.049633 -5.972517 0.0547 -0.0039 -0.0814
C -1.121088 2.736069 -0.071616 0.0915 0.3487 -0.1383
C -7.156026 0.156443 0.382384 -0.0672 -0.1605 0.0410
H -0.564663 -0.060943 -4.220571 -0.0259 -0.0002 -0.0147
C -4.407847 0.632896 0.102836 0.4193 -0.3324 -0.0070
C 0.945191 -0.052619 2.726114 -0.3679 -0.0886 0.0356
C -5.179937 5.148269 -1.452243 0.0322 -0.0283 0.0455
C -6.708855 1.447843 0.107914 0.1405 0.1666 -0.0217
H -8.211335 -0.056600 0.488110 0.0110 0.0116 -0.0186
F -6.674925 -2.096563 0.768787 -0.0014 -0.0791 0.0091
H -4.359912 5.712274 -1.013308 -0.0105 -0.0031 -0.0316
O -0.206943 1.917490 0.307507 -0.0561 -0.1435 -0.1613
H -5.961195 5.858755 -1.719641 -0.0176 -0.0015 0.0177
H 4.375470 -0.815913 -0.100268 0.0206 0.0233 -0.0144
C -7.690223 2.569502 -0.076018 0.0761 0.0649 -0.0833
C 2.821055 -0.021638 -4.194239 -0.0538 0.0051 0.2020
Cl 1.092053 -3.297041 -1.413369 -0.0502 -0.0110 -0.0055
C -3.505234 3.227847 -0.230532 0.3473 0.2295 0.0557
H 2.170442 -0.037959 -7.514450 0.0105 -0.0082 0.0050
O -0.129900 -0.180282 2.084499 -0.0723 -0.0366 0.1641
H -3.159459 4.245720 -0.287504 -0.0933 -0.0328 -0.0409
C 3.049818 -0.024943 -5.557307 0.0577 -0.0027 -0.1368
N -4.851871 2.980020 -0.291763 0.1249 -0.2668 0.0127
C -5.340387 1.693933 -0.027877 -0.3864 -0.1570 0.0951
N 2.209945 -0.022960 -1.393316 0.4795 0.0429 -0.6925
C 2.254935 0.004599 2.180518 0.2113 0.0427 -0.2622
Cl 0.771633 -3.275685 1.837830 0.0199 -0.0758 0.1089
C -7.101331 3.598033 -1.029322 -0.0104 -0.1281 0.1700
C 0.803545 0.016633 4.217465 -0.0611 0.0108 -0.0595
H 4.720802 0.079783 1.397539 -0.0092 0.0098 0.0072
C 0.442440 -0.046601 -4.611263 0.0999 -0.0016 0.2186
C -6.233419 -0.859218 0.508338 -0.0593 0.2419 -0.0522
C 1.984255 -0.037351 -6.448180 -0.0482 0.0047 0.0373
C 4.107240 0.053120 0.501098 -0.0498 -0.0224 0.0153
H -4.173163 -1.472092 0.463203 -0.0117 -0.0033 0.0058
O -2.205935 -0.171637 -0.034584 0.1311 -0.0351 0.4182
H 1.260531 -0.865421 4.669450 0.0385 0.0113 0.0047
C -4.873271 -0.654602 0.369365 0.0523 0.0633 -0.0527
H -8.631431 2.177503 -0.462160 -0.0021 -0.0155 0.0241
C -2.563838 2.236820 -0.121384 0.0372 -0.1227 0.0809
N 1.757124 -0.083846 -0.147350 -0.6695 -0.1498 0.5372
H 3.050533 0.079202 2.908373 -0.0112 -0.0025 0.0263
C 1.221209 -0.041202 -2.282011 -0.2177 -0.0678 1.0008
C 1.512469 -0.030137 -3.711027 -0.0850 0.0122 -0.5106
C -5.768877 4.110578 -0.499886 -0.1714 0.2242 -0.1965
C -2.987692 0.874286 -0.021087 -0.5461 0.2478 -0.0815
H -7.908292 3.042772 0.887080 -0.0258 -0.0087 0.0009
Si -0.109073 -2.552536 0.109455 0.3821 0.0973 -0.1354
H 4.063518 -0.020914 -5.936229 0.0069 0.0058 0.0334
H 1.304035 0.903649 4.606271 0.0443 -0.0253 0.0137
H 3.642631 -0.015635 -3.490745 -0.0075 0.0036 -0.0160
Ru -0.193872 -0.169437 0.062059 0.1483 0.4594 -0.3889
O -0.018802 -0.078817 -1.901283 0.0870 -0.0818 -0.3243
```
Forces are in eV/Å.

E_LUMO (spin up / spin down) = -0.19 / -3.23 eV
⟨S²⟩ = 6.039
E_HOMO (spin up / spin down) = -5.514 / -8.299 eV
spin multiplicity = 5
total charge = 0
ΔE to the lowest compared entry with this formula, charge and spin = 206.5 kJ/mol

Here are the Mulliken charges for atoms 1 to 4, given in e: 0.322 0.402 -0.716 0.108

=====

2.
This record from the Open Molecules 2025 dataset describes the molecule C5H8O. The level of theory is ωB97M-V/def2-TZVPD.

XYZ file:
```
14
Properties=species:S:1:pos:R:3:forces:R:3
C -0.687724 0.578289 0.313674 0.1046 0.1924 0.1317
H 1.995282 -1.581364 0.249141 -0.0746 0.1559 -0.0154
H 1.689839 -0.097956 1.288382 -0.0231 -0.0503 -0.1629
H -2.534803 -0.097236 -0.567633 0.0770 0.0303 0.1031
O -0.317256 1.626545 0.806505 -0.1841 -0.3828 -0.1554
C 0.266138 -0.325582 -0.394801 -0.1918 -0.0472 -0.0447
H 1.646870 1.353432 -0.733618 -0.0167 -0.1753 -0.0044
C 1.554910 0.282309 -0.885476 0.1151 0.0975 -0.1191
H -2.720291 0.841847 0.945461 0.0765 -0.0877 -0.0702
H -2.144959 -0.849713 0.978062 0.0442 0.1264 -0.0896
H -0.167757 -1.151129 -0.952837 0.0753 0.1377 0.0980
H 1.973400 -0.102982 -1.809908 -0.0997 0.0247 0.1485
C 1.575700 -0.582984 0.323498 0.1705 -0.0643 0.1521
C -2.115797 0.097489 0.425619 -0.0733 0.0427 0.0283
```
Forces are in eV/Å.

E_LUMO = 1.09 eV
E_HOMO = -9.663 eV
total charge = 0
ΔE to the lowest compared entry with this formula, charge and spin = 77.7 kJ/mol
structure (SMILES) = CC(=O)C1CC1

Here are the Mulliken charges for atoms 1 to 4, given in e: 0.602 0.255 0.249 0.334

=====

3.
This record from the Open Molecules 2025 dataset describes a structure of composition C24H15Cl5MnSSb. The level of theory is ωB97M-V/def2-TZVPD.

XYZ file:
```
47
Properties=species:S:1:pos:R:3:forces:R:3
H -0.997551 -0.421461 2.027333 -0.0243 -0.0147 -0.0134
H 3.373301 -0.437421 3.623539 -0.0034 0.0020 0.0012
Cl -4.512572 -0.611020 4.498489 0.0014 0.0061 -0.0055
Sb 0.358480 0.903169 -0.418095 0.1119 -0.2468 0.0436
H 2.088039 0.008463 -6.086851 0.0009 0.0024 0.0000
C -2.069959 -3.286993 0.590406 0.0204 0.0115 -0.0276
C -3.697728 1.083805 0.960866 -0.0054 -0.0289 0.0829
H -2.638185 -4.178304 0.825966 -0.0019 0.0031 -0.0060
C -2.991608 1.450111 3.617684 -0.1846 0.2006 -0.2251
H 5.573351 0.289976 0.024866 -0.0065 -0.0009 -0.0068
C -0.619462 -0.974624 -0.022811 -0.0205 0.0016 -0.0952
H 5.533694 -0.321372 2.420264 -0.0008 -0.0019 -0.0013
C -0.866310 -1.936408 -1.001665 -0.0443 0.0164 0.1379
C 4.629410 0.225927 0.552646 -0.0268 0.0104 -0.0303
C -2.550652 2.284197 2.596064 0.4422 -0.1296 -0.0903
C 2.088607 -0.795309 -4.097415 0.0083 -0.0158 0.0282
H 3.470947 0.762252 -1.169109 0.0209 -0.0022 -0.0208
H 1.274239 0.044980 2.443031 0.0369 -0.0012 0.0035
C 2.221151 0.416306 0.544065 -0.0275 0.0298 -0.0173
C 3.396983 -0.180038 2.571730 -0.0534 0.0113 -0.0272
C 4.608324 -0.114957 1.896837 -0.0048 0.0030 0.0055
C 2.212419 0.092305 1.899591 0.0585 -0.0385 -0.0148
C -1.130320 -1.179162 1.258977 0.0048 0.0066 -0.0122
Cl -4.046993 0.748613 -0.710872 -0.0114 -0.0228 -0.0432
S -0.558330 4.477881 -1.615091 0.1071 -0.0567 0.0580
H -0.509859 -1.784965 -2.012303 -0.0054 -0.0127 -0.0226
C -2.822829 2.114930 1.248288 0.4120 0.1855 -0.0342
C 1.082413 1.304592 -4.703432 -0.0027 -0.0242 0.0452
C -1.840991 -2.331110 1.569643 -0.0053 0.0355 -0.0086
C 0.988466 0.543489 -2.421614 -0.0822 0.1249 0.0743
Cl -2.466038 1.650723 5.245648 0.0036 0.0203 0.0860
C 1.698063 -0.602147 -2.779737 -0.0112 0.0113 -0.0647
H 1.950769 -1.346328 -2.032262 0.0014 0.0039 0.0103
C 1.779325 0.159334 -5.059265 -0.0189 0.0197 0.0080
H 0.157941 2.412488 -3.092563 -0.0039 -0.0038 -0.0197
H -1.777506 -3.822158 -1.466635 0.0002 0.0060 -0.0049
H -2.237975 -2.469051 2.568438 -0.0020 0.0137 0.0057
C 0.681465 1.502571 -3.385027 0.0730 -0.0502 -0.0165
Cl -5.377903 -0.983792 1.521731 0.0758 0.0551 0.0687
H 2.636664 -1.688472 -4.372831 0.0027 0.0025 0.0005
C -4.260605 0.270484 1.948002 -0.1405 -0.1481 -0.3815
C 3.442432 0.491641 -0.121128 -0.0248 0.0149 0.0925
C -1.586559 -3.085701 -0.695283 0.0293 0.0372 0.0211
H 0.851911 2.055354 -5.448970 -0.0107 0.0031 0.0043
C -3.890540 0.438242 3.275718 0.1082 0.0577 0.1703
Mn -1.263630 3.257244 0.034076 -0.7695 -0.0490 -0.0576
Cl -1.384291 3.561715 2.949059 -0.0266 -0.0477 0.2998
```
Forces are in eV/Å.

E_LUMO (spin up / spin down) = 2.33 / 2.33 eV
⟨S²⟩ = 8.770
E_HOMO (spin up / spin down) = -3.380 / -3.890 eV
spin multiplicity = 6
total charge = -1
ΔE to the lowest compared entry with this formula, charge and spin = 15.1 kJ/mol

Here are the Mulliken charges for atoms 1 to 4, given in e: 0.206 0.384 -0.193 1.654

=====

Please write out number 2 again, unchanged.
This record from the Open Molecules 2025 dataset describes the molecule C5H8O. The level of theory is ωB97M-V/def2-TZVPD.

XYZ file:
```
14
Properties=species:S:1:pos:R:3:forces:R:3
C -0.687724 0.578289 0.313674 0.1046 0.1924 0.1317
H 1.995282 -1.581364 0.249141 -0.0746 0.1559 -0.0154
H 1.689839 -0.097956 1.288382 -0.0231 -0.0503 -0.1629
H -2.534803 -0.097236 -0.567633 0.0770 0.0303 0.1031
O -0.317256 1.626545 0.806505 -0.1841 -0.3828 -0.1554
C 0.266138 -0.325582 -0.394801 -0.1918 -0.0472 -0.0447
H 1.646870 1.353432 -0.733618 -0.0167 -0.1753 -0.0044
C 1.554910 0.282309 -0.885476 0.1151 0.0975 -0.1191
H -2.720291 0.841847 0.945461 0.0765 -0.0877 -0.0702
H -2.144959 -0.849713 0.978062 0.0442 0.1264 -0.0896
H -0.167757 -1.151129 -0.952837 0.0753 0.1377 0.0980
H 1.973400 -0.102982 -1.809908 -0.0997 0.0247 0.1485
C 1.575700 -0.582984 0.323498 0.1705 -0.0643 0.1521
C -2.115797 0.097489 0.425619 -0.0733 0.0427 0.0283
```
Forces are in eV/Å.

E_LUMO = 1.09 eV
E_HOMO = -9.663 eV
total charge = 0
ΔE to the lowest compared entry with this formula, charge and spin = 77.7 kJ/mol
structure (SMILES) = CC(=O)C1CC1

Here are the Mulliken charges for atoms 1 to 4, given in e: 0.602 0.255 0.249 0.334

=====

> The lowest total charge belongs to which entry?

C24H15Cl5MnSSb